No. 1
20
Properties=species:S:1:pos:R:3 method="wB97M-V/def2-TZVPD" gap_ev=8.6 homo_energy_ev=-7.7201 charge=0
H 0.564 1.956 -2.801
H -2.100 -1.512 -2.627
C 0.033 -0.581 -0.728
H 1.006 -0.747 -1.289
H 2.371 -0.168 0.175
Si -1.683 -1.423 -1.254
H 0.535 1.805 0.816
H -1.487 -2.754 -0.676
N -0.449 -0.664 2.095
H 1.423 2.361 -1.329
N -0.332 2.121 0.642
P -0.533 1.267 -0.941
N 1.829 -0.167 1.078
H -2.770 -0.865 -0.504
P 0.637 -1.369 0.857
H -0.079 -0.918 3.044
H 2.543 -0.657 1.661
H -1.341 -1.158 2.140
H -1.045 1.808 1.415
N 0.880 1.665 -1.774

---

No. 2
92
Properties=species:S:1:pos:R:3 method="wB97M-V/def2-TZVPD" gap_ev=6.1 homo_energy_ev=-4.8796 charge=-1
H 4.187 -4.129 -2.424
C 2.388 1.430 -0.395
H -1.309 1.673 4.276
C 2.059 -4.776 1.964
H 4.097 5.213 0.373
H 5.415 4.070 0.167
C 3.786 -0.977 -1.001
H 2.608 -6.737 3.854
H 4.932 4.572 1.789
H 3.210 -1.286 -0.121
C 1.600 1.299 3.301
C 0.030 4.594 -1.429
O 0.965 -0.034 0.802
C -2.046 -1.452 -4.072
N 2.887 -0.375 -1.982
C 3.029 2.746 2.013
C -2.357 3.348 -1.296
C -3.118 3.151 -2.432
C -0.189 -3.355 2.767
H -4.726 4.443 0.842
C 3.611 -3.371 -1.888
N -1.762 -1.598 2.415
H 0.189 -4.197 4.721
O -0.369 2.340 -2.693
H 3.302 3.221 2.951
C -4.305 -0.262 -3.059
C -4.313 -0.777 -4.349
K -0.051 -1.069 -1.369
O -5.436 -0.717 -5.138
H -2.729 -0.516 3.896
H -1.361 -2.335 4.273
H -2.650 2.736 -3.315
C -3.180 -1.379 -4.872
C -2.978 0.165 -0.906
H 1.109 4.496 -1.542
O -1.791 0.413 -0.554
C -1.888 0.842 2.381
C -5.046 3.931 -1.219
C 1.971 -3.719 -0.307
H -5.179 0.184 -2.598
C 3.225 2.485 -0.350
C 2.373 -5.759 4.277
C 0.519 -4.172 3.685
C -0.752 -2.176 -4.535
H 3.716 2.793 -1.271
C 4.558 4.317 0.797
H 1.274 -3.229 -0.992
H 1.799 -5.924 5.191
C -2.561 -0.452 2.814
H 5.322 -2.479 -0.948
H -1.498 -1.721 1.418
N -2.036 -0.933 -2.847
H -6.106 4.152 -1.190
C -4.474 3.450 -2.385
C -1.145 -2.424 3.209
H 4.962 -1.843 -2.556
O -0.674 -2.389 -5.755
H -0.398 5.115 -2.285
C 1.606 -4.905 3.308
C 4.512 -2.167 -1.614
C -0.858 1.455 3.299
H -5.085 3.287 -3.264
H 2.764 -3.081 -2.521
H -2.669 1.602 2.275
H -0.556 2.412 2.868
C 0.190 -3.333 1.377
O -0.469 -2.692 0.521
C 1.665 0.971 0.830
O -4.010 0.275 -0.222
H 2.974 -5.273 1.658
N 3.181 -3.935 -0.611
H -0.199 5.116 -0.499
H -1.515 0.707 1.365
C -2.920 3.796 -0.111
C 1.420 -4.014 1.032
H 2.290 1.443 4.133
H 3.322 -5.297 4.561
H 4.511 -0.232 -0.652
H 1.592 1.094 -2.460
C 2.007 1.723 2.056
S -0.625 2.919 -1.349
C 3.583 3.180 0.866
H -2.316 3.882 0.785
O 0.051 -2.470 -3.615
C -4.271 4.099 -0.078
N 0.411 0.752 3.634
H -3.154 -1.788 -5.872
H -6.142 -0.319 -4.619
H -3.519 -0.521 2.297
H 0.399 0.370 4.564
C -3.119 -0.353 -2.348
C 2.254 0.681 -1.695

---

No. 3
92
Properties=species:S:1:pos:R:3 method="wB97M-V/def2-TZVPD" gap_ev=6.7 homo_energy_ev=-12.5055 charge=+2
O -3.578 -0.254 1.601
H 4.375 0.228 0.568
H -1.097 5.148 4.892
C 4.889 0.822 -0.184
H -3.708 -2.921 3.269
H 0.212 2.114 -2.512
C -0.243 2.788 3.127
N -3.342 -2.226 2.643
H 4.068 -3.751 -0.623
H -3.849 -4.807 -2.631
H -0.771 2.493 6.130
H 1.909 3.208 1.929
N -1.003 2.176 4.072
H 5.012 2.612 -2.419
H -0.729 1.666 -3.930
C 0.424 5.167 2.735
N -1.828 -6.395 -3.218
N 1.066 -2.309 -0.953
N -0.391 0.115 -2.540
N -1.598 -2.024 -1.188
H -2.161 3.025 -2.610
H -2.586 2.744 -0.235
C -1.844 -4.190 -2.188
C -1.911 2.058 -2.171
C 1.022 -4.514 -1.886
H -2.248 3.182 5.453
C 0.229 -5.565 -2.511
C -1.062 -3.167 -1.658
H 5.313 1.704 0.297
C 2.145 1.446 0.826
H 0.270 4.923 1.688
C -2.919 -1.885 -1.202
H -5.947 -0.167 2.484
C -1.326 0.770 4.067
Ti -0.089 -0.591 -0.359
C 1.250 2.607 1.293
N 1.757 0.798 -0.468
C -0.429 4.285 4.913
H -1.002 0.309 5.004
H 1.055 3.236 0.410
C -4.077 -1.153 2.278
H 0.372 4.499 5.620
C 2.670 0.835 -1.395
O 0.589 -0.732 1.320
H 3.120 1.902 0.689
C 4.535 1.639 -2.535
H -1.131 1.240 0.990
N 2.387 0.663 -2.808
C -3.230 -4.020 -2.220
C 0.390 -3.327 -1.520
H -6.079 -1.920 2.249
H -2.401 0.609 3.951
C -1.725 2.245 -0.679
H 3.436 1.513 -4.442
N 3.981 1.179 -1.265
C 2.343 -2.487 -0.623
N 0.090 4.035 3.571
C 2.376 -4.665 -1.583
H -2.351 -2.202 2.456
H -0.861 2.883 -0.504
C -3.769 -2.861 -1.714
H -4.836 -2.693 -1.701
H 2.818 -1.660 -0.115
N -1.492 0.974 0.037
C 2.821 -0.654 -3.315
H -2.763 1.402 -2.386
H -2.384 0.529 0.259
C -1.188 -5.403 -2.661
H 3.837 -0.929 -3.010
H 0.457 -0.123 -3.052
C -5.509 -1.127 2.737
H -3.322 -0.976 -0.778
H 2.143 -1.436 -2.984
N 0.064 2.196 2.012
H 5.282 0.936 -2.915
H 2.874 -5.589 -1.852
H 2.232 0.704 1.619
H -1.146 -0.427 -2.947
H -0.808 0.294 3.235
H -5.573 -1.288 3.813
N 0.736 -6.686 -2.946
C -0.655 1.546 -2.848
C 3.033 -3.654 -0.918
O -0.570 -1.517 1.125
C -1.191 2.995 5.255
H 2.783 2.677 -3.279
H 5.705 0.228 -0.601
Se -0.616 -7.639 -3.599
C 3.267 1.706 -3.386
H 2.783 -0.624 -4.403
H -0.237 6.002 2.979
H 1.454 5.499 2.877